1.
Molecular formula: C18H25N2O9S2
Method: DFT, wB97M-V/def2-TZVPD

## Properties
Frontier orbital gap (eV): 3.410
Total charge: -1
Lowest unoccupied orbital energy (eV): 0.008
HOMO (eV): -3.4022

Element x y z (Å)
C 1.886686 -2.241310 5.061439
C 1.135388 -2.741173 3.843158
C 2.096805 -3.230155 2.778223
C 0.220567 -3.880933 4.260774
O 0.239926 -1.725558 3.239274
C 0.829054 -0.580966 2.837702
N -0.049582 0.149708 1.985946
N 0.529111 1.238027 1.623448
C 0.100328 2.412842 2.228868
O -0.927593 2.606586 2.897744
O 0.982188 3.399085 2.012193
C 0.453601 4.789902 1.879852
C -0.448442 5.200031 3.030109
C -0.273495 4.902313 0.541749
C 1.745720 5.595747 1.906791
O 1.947895 -0.213669 3.163529
H 1.204173 -1.992136 5.883698
H 2.557724 -3.030017 5.424478
H 2.485737 -1.365442 4.810382
H 1.533276 -3.584396 1.905651
H 2.762415 -2.418295 2.472513
H 2.704128 -4.055698 3.160586
H -0.405803 -4.202566 3.421472
H 0.792990 -4.752118 4.604273
H -0.429171 -3.578282 5.090411
H 0.115047 5.191946 3.972322
H -0.833099 6.217179 2.869830
H -1.300044 4.519220 3.116471
H 0.353468 4.488590 -0.264160
H -1.233149 4.362982 0.570874
H -0.486551 5.954722 0.316007
H 2.464240 5.177087 1.189644
H 1.572623 6.648661 1.668034
H 2.186938 5.533615 2.911847
C -2.373084 0.540288 2.459845
O -3.828331 0.353264 2.481697
C -4.139616 -0.468057 1.490168
S -4.772165 -2.092504 1.821247
O -3.731489 -3.089688 1.726914
O -5.665565 -2.036786 2.960903
C -5.761250 -2.152869 0.314626
C -5.662468 -1.068753 -0.543955
C -6.468401 -0.977442 -1.678262
C -7.391640 -1.990641 -1.940027
C -7.490097 -3.093921 -1.073827
C -6.668301 -3.178203 0.053344
S -4.551572 0.262712 -0.066547
O -5.327849 1.461979 0.177092
O -3.417561 0.268476 -0.968550
H -2.158958 1.507753 2.911910
H -1.925331 -0.301355 2.999153
H -2.031884 0.523447 1.420471
H -6.363643 -0.103874 -2.320010
H -8.039080 -1.911625 -2.810739
H -8.213686 -3.881411 -1.266319
H -6.724341 -4.015864 0.749111

Atomic forces in eV per Å
C 0.223 0.403 0.461
C -0.151 -0.470 0.223
C 0.085 0.181 -0.520
C -0.570 -0.125 -0.022
O 0.775 0.212 -0.023
C 1.733 -0.625 0.997
N 1.214 -0.131 -1.408
N -1.473 0.914 2.911
C -1.093 0.622 -0.744
O 2.815 -0.095 -0.672
O -0.073 0.768 -0.416
C 0.311 -0.293 -0.021
C -0.322 0.203 0.359
C 0.022 -0.250 -0.133
C 0.263 -0.105 0.013
O -1.279 -0.356 -0.644
H 0.050 0.013 -0.212
H -0.192 0.021 -0.128
H -0.076 -0.254 0.226
H 0.146 0.062 0.148
H -0.025 -0.174 -0.028
H -0.107 0.109 0.020
H 0.039 0.099 0.143
H 0.087 0.295 -0.118
H 0.027 0.016 -0.236
H -0.185 -0.063 -0.142
H 0.280 -0.102 -0.091
H 0.297 0.492 0.036
H -0.247 0.132 0.246
H 0.338 0.091 -0.034
H 0.054 -0.182 0.086
H -0.179 0.150 0.131
H -0.085 -0.107 0.016
H -0.062 0.018 -0.297
C -0.614 0.038 0.179
O 0.203 -0.041 0.337
C -1.429 -1.011 -1.121
S 0.342 2.899 -1.296
O -0.413 -0.600 0.448
O 0.311 -0.796 -0.011
C -0.206 -0.269 0.109
C -0.198 0.266 -0.419
C 0.120 -0.212 0.201
C 0.167 -0.145 0.329
C 0.261 0.358 -0.003
C 0.103 0.133 -0.121
S 0.058 -1.905 2.285
O 0.369 0.116 -0.804
O -0.520 0.580 -0.361
H -0.460 -0.952 -0.121
H -0.213 0.035 -0.113
H -0.493 0.039 0.372
H -0.127 -0.222 0.063
H 0.095 -0.079 0.166
H 0.091 0.131 -0.021
H -0.088 0.171 -0.226

2.
Molecular formula: C6H10
Method: DFT, wB97M-V/def2-TZVPD

## Properties
Frontier orbital gap (eV): 10.333
Total charge: 0
Structure (SMILES): C=C=C1C[C@@H]1C.[H][H]
Lowest unoccupied orbital energy (eV): 1.166
HOMO (eV): -9.1662

Element x y z (Å)
C 2.743008 0.387240 0.153896
C 1.476022 0.057225 0.181724
C 0.230425 -0.280199 0.161714
C -0.907001 -0.729625 -0.665012
C -1.072688 -0.488390 0.826196
C -1.894868 0.687153 1.311144
H 3.057878 1.412269 -0.026405
H 3.523579 -0.355192 0.302160
H -1.348828 -0.002923 -1.345164
H -0.898049 -1.752690 -1.035316
H -1.149519 -1.388756 1.436666
H -1.716515 1.569228 0.686964
H -2.964722 0.451515 1.271633
H -1.643065 0.951518 2.343486
H 1.528951 -0.168442 -2.538380
H 1.035388 -0.349925 -3.065303

Atomic forces in eV per Å
C -0.097 -0.022 0.017
C -0.149 -0.035 0.023
C 0.339 0.105 0.003
C -0.073 -0.042 -0.182
C -0.036 -0.022 0.114
C 0.012 0.045 0.002
H -0.093 -0.128 0.042
H -0.145 0.078 0.007
H 0.054 -0.100 0.131
H -0.003 0.158 0.092
H 0.037 0.142 -0.102
H -0.009 -0.140 0.063
H 0.161 0.018 0.015
H -0.006 -0.050 -0.153
H -0.058 -0.024 -0.078
H 0.066 0.019 0.006

3.
Molecular formula: C33H44IMoNO2SbSe5
Method: DFT, wB97M-V/def2-TZVPD

## Properties
Frontier orbital gap (alpha / beta) (eV): 5.924 / 6.399
Expectation value of S²: 2.045
Total charge: -1
2S+1: 3
Lowest unoccupied orbital energy (alpha / beta) (eV): 1.284 / 1.640
HOMO (alpha / beta) (eV): -4.6401 / -4.7588

Element x y z (Å)
Mo 2.869802 -0.593665 -1.153878
C -3.413574 0.529568 2.918570
C -2.540589 -0.490431 3.662857
C -2.024445 0.140479 4.962876
C -3.414572 -1.689024 4.031230
C -1.364932 -0.885901 2.775982
C -0.461457 0.080436 2.357459
C 0.569115 -0.240023 1.497411
Se 1.670939 1.193180 0.850449
C 0.444304 1.874696 -0.450561
C -0.467427 2.865688 -0.127676
C -1.410499 3.268953 -1.058826
C -1.376543 2.652931 -2.311777
C -0.473986 1.667844 -2.689729
C 0.451968 1.250812 -1.707336
O 1.332692 0.310508 -1.948240
C -0.554579 1.107884 -4.118226
C 0.530708 0.095221 -4.504017
C -0.444032 2.277285 -5.110344
C -1.915631 0.419303 -4.292328
C -2.460551 4.339430 -0.770856
C -2.283807 5.508223 -1.750027
C -3.862536 3.739492 -0.942267
C -2.349861 4.886706 0.652897
C 0.774822 -1.549400 1.006301
O 1.735956 -1.807221 0.159818
C -0.100348 -2.558424 1.481391
C -1.142142 -2.181573 2.322736
C -0.021463 -4.043621 1.088734
C -0.067692 -4.912620 2.358614
C 1.241314 -4.465391 0.330518
C -1.229723 -4.378250 0.201324
H -4.257521 0.838673 3.539559
H -3.802422 0.100267 1.994049
H -2.843622 1.420541 2.653363
H -2.859276 0.425903 5.607134
H -1.434020 1.034828 4.764578
H -1.392837 -0.562642 5.507488
H -4.241244 -1.359192 4.662477
H -2.851220 -2.442137 4.583857
H -3.840232 -2.162125 3.145687
H -0.571444 1.110026 2.676391
H -0.430654 3.303805 0.859985
H -2.104248 2.969755 -3.049435
H 1.539001 0.496868 -4.404191
H 0.382881 -0.175934 -5.552811
H 0.476729 -0.815785 -3.908712
H 0.514817 2.783918 -4.996312
H -1.237927 3.012911 -4.975749
H -0.506260 1.898861 -6.132163
H -2.017653 -0.409902 -3.590387
H -2.002924 0.020523 -5.305342
H -2.745957 1.107647 -4.126687
H -2.409330 5.183050 -2.782627
H -1.286954 5.941134 -1.656866
H -3.020566 6.289711 -1.550790
H -4.019803 3.374976 -1.957243
H -4.626051 4.491608 -0.732537
H -4.007627 2.900411 -0.260206
H -1.384084 5.363762 0.826718
H -2.481251 4.098134 1.395973
H -3.126751 5.635269 0.819557
H -1.828012 -2.955757 2.634946
H 0.772869 -4.676674 3.013495
H -0.000258 -5.967372 2.085206
H -0.986099 -4.778370 2.929199
H 2.142019 -4.245741 0.904546
H 1.334645 -3.975496 -0.634523
H 1.197693 -5.545358 0.172948
H -2.172244 -4.179493 0.714059
H -1.211314 -5.433438 -0.080387
H -1.208815 -3.780837 -0.711390
Se 5.426763 -1.113202 -5.773164
Sb 5.472758 -1.152398 -3.398176
Se 4.465426 0.914813 -2.387268
Se 3.362175 -2.445600 -2.549033
Se 7.285557 -1.979426 -2.085492
I 5.688821 -4.272416 2.607357
C 5.495311 -2.331033 1.902884
C 6.257173 -1.288463 2.412992
C 6.080135 -0.014286 1.898454
C 5.162532 0.177562 0.889654
N 4.423126 -0.829387 0.410570
C 4.579148 -2.067039 0.905065
H 6.980233 -1.471652 3.195403
H 6.657784 0.822775 2.261672
H 5.019243 1.139443 0.417261
H 3.950578 -2.839143 0.485918

Atomic forces in eV per Å
Mo -0.780 0.034 0.756
C 0.002 -0.001 0.004
C -0.036 -0.009 0.048
C -0.005 0.005 -0.013
C 0.005 0.011 -0.011
C 0.026 -0.009 -0.030
C -0.032 0.012 0.020
C -0.043 -0.058 -0.038
Se 0.238 -0.089 -0.194
C -0.092 -0.090 -0.140
C 0.022 0.007 0.034
C -0.024 0.010 -0.033
C 0.020 -0.002 0.030
C 0.080 -0.024 0.157
C -0.027 0.262 0.056
O 0.383 -0.602 -0.018
C 0.000 0.051 -0.031
C 0.049 -0.045 0.036
C -0.022 -0.013 0.006
C -0.018 -0.001 -0.028
C -0.003 0.031 0.007
C -0.015 -0.018 0.013
C 0.010 0.010 0.002
C 0.012 -0.018 -0.019
C -0.040 0.083 0.080
O 0.297 0.151 -0.432
C 0.083 0.023 0.003
C -0.016 0.044 0.034
C -0.004 -0.051 -0.005
C -0.037 0.035 -0.015
C 0.033 0.054 -0.005
C -0.003 0.006 0.012
H -0.032 0.011 0.021
H -0.008 -0.018 -0.020
H 0.018 0.032 -0.004
H -0.027 0.009 0.016
H 0.023 0.027 -0.008
H 0.013 -0.026 0.012
H -0.024 0.018 0.021
H 0.026 -0.023 0.022
H -0.019 -0.015 -0.037
H 0.007 0.033 0.013
H 0.004 0.007 0.025
H -0.011 0.006 -0.006
H -0.023 0.018 0.014
H -0.020 -0.003 0.009
H 0.001 0.015 -0.011
H 0.025 0.012 0.013
H -0.009 0.019 -0.005
H -0.011 -0.010 -0.031
H 0.003 -0.012 0.017
H -0.006 -0.007 -0.022
H -0.019 0.017 0.012
H -0.002 -0.007 -0.036
H 0.021 0.010 0.015
H -0.027 0.020 0.007
H -0.003 -0.013 -0.030
H -0.033 0.029 0.005
H 0.002 -0.019 0.026
H 0.026 0.007 -0.001
H -0.010 -0.019 0.016
H -0.011 0.008 -0.008
H -0.024 -0.015 0.015
H 0.022 0.010 0.005
H 0.002 -0.029 -0.015
H -0.024 -0.003 0.015
H 0.016 -0.006 0.013
H -0.008 -0.011 -0.007
H 0.003 -0.048 -0.012
H -0.019 0.012 0.014
H 0.003 -0.036 -0.011
H 0.008 0.014 -0.014
Se 0.035 0.001 -0.146
Sb 0.044 -0.032 -0.100
Se 0.056 0.545 -0.138
Se -0.001 -0.100 0.030
Se 0.116 -0.075 0.182
I 0.021 -0.031 0.018
C 0.105 0.258 0.050
C -0.026 -0.111 -0.009
C 0.060 -0.141 0.078
C -0.073 -0.102 -0.228
N -0.279 -0.198 -0.068
C 0.014 0.177 -0.041
H 0.021 -0.006 0.018
H 0.023 -0.007 0.012
H -0.023 -0.041 0.018
H -0.011 0.050 -0.011

Energy above the lowest of the compared OMol25 structures with the same formula, charge and spin: 2.835 3.447 0.266 (eV)
Calculated total energy: -62143.5795 -6380.4122 -383752.6163 (eV)